[1]
DFT (ωB97M-V/def2-TZVPD) results for 7 unconnected molecules or ions with the total composition C26H59N2O9PS6.

The electronic energy is -123621.0598 eV. The molecular weight is 767.1 g mol⁻¹. The strongest force on any atom comes out at 2.02 eV/Å.

Each line ends with the Mulliken charge.
Element x y z (Å)
C -5.294 2.002 -0.874  -1.42
C -5.456 3.446 -0.438  0.37
O -6.725 3.561 0.227  -0.59
C -4.341 3.855 0.523  -0.68
N -3.057 4.026 -0.164  -0.18
C -2.186 5.007 0.485  -0.42
C -1.896 4.726 1.955  -0.55
O -0.525 4.330 2.147  -0.18
P -0.371 3.289 3.428  -0.08
C 1.349 2.643 3.227  -0.95
C 1.454 1.172 2.797  0.12
C 0.923 0.939 1.394  0.59
O 0.391 1.843 0.777  -0.49
N 1.115 -0.381 0.794  0.18
C 0.990 -0.256 -0.659  0.66
C -0.179 -0.552 -1.301  -0.56
C -0.219 -0.368 -2.661  -0.74
C 0.859 0.104 -3.359  -0.89
C 2.018 0.372 -2.675  -0.90
C 2.093 0.205 -1.317  0.19
H -5.415 1.318 -0.031  0.35
H -6.032 1.726 -1.631  0.38
H -4.301 1.847 -1.306  0.30
H -5.451 4.096 -1.324  0.27
H -7.132 4.365 -0.105  0.33
H -4.638 4.705 1.158  0.33
H -4.228 3.001 1.207  0.26
H -3.292 4.433 -1.069  0.22
H -1.228 4.978 -0.046  0.38
H -2.549 6.041 0.357  0.11
H -2.534 3.949 2.388  0.44
H -2.047 5.659 2.510  0.20
H -1.256 2.197 3.159  -0.06
H 1.865 3.294 2.516  0.37
H 1.869 2.748 4.181  0.60
H 2.523 0.925 2.757  -0.46
H 0.980 0.521 3.538  0.35
H 0.325 -0.955 1.084  -0.10
H -1.045 -0.912 -0.759  0.36
H -1.160 -0.582 -3.156  0.39
H 0.756 0.246 -4.427  0.57
H 2.896 0.740 -3.195  0.45
H 3.014 0.444 -0.801  0.52
C -0.660 -3.029 -7.289  -1.06
S 0.229 -2.341 -5.888  0.82
O 1.081 -1.234 -6.410  -0.70
C 1.300 -3.759 -5.630  -0.88
H -1.366 -2.280 -7.642  0.33
H 0.041 -3.276 -8.088  0.34
H -1.202 -3.919 -6.967  0.31
H 1.875 -3.956 -6.536  0.41
H 0.692 -4.622 -5.367  0.20
H 1.977 -3.524 -4.810  0.27
C -0.984 -5.645 -1.724  -0.98
S -1.250 -5.864 -3.484  0.46
O -1.471 -4.507 -4.060  -0.57
C -2.859 -6.654 -3.344  -1.04
H -0.040 -5.124 -1.586  0.31
H -1.790 -5.050 -1.301  0.35
H -0.935 -6.616 -1.234  0.44
H -3.547 -5.995 -2.814  0.30
H -2.754 -7.599 -2.813  0.40
H -3.235 -6.841 -4.349  0.35
C 4.727 -1.118 2.158  -0.56
S 5.191 0.593 1.899  0.34
O 4.541 1.038 0.636  -0.60
C 6.918 0.266 1.527  -0.96
H 3.658 -1.154 2.368  0.23
H 4.939 -1.700 1.260  0.35
H 5.280 -1.519 3.010  0.18
H 6.988 -0.406 0.671  0.30
H 7.396 -0.179 2.400  0.36
H 7.399 1.213 1.289  0.35
C 6.893 -3.672 7.035  -0.99
S 6.694 -3.788 5.253  0.46
O 6.496 -2.404 4.743  -0.59
C 5.079 -4.576 5.289  -0.94
H 7.835 -3.165 7.237  0.33
H 6.070 -3.099 7.462  0.31
H 6.921 -4.674 7.462  0.39
H 4.372 -3.945 5.829  0.30
H 5.162 -5.551 5.770  0.40
H 4.743 -4.706 4.261  0.30
C -4.907 8.790 -2.845  -0.95
S -3.682 7.599 -3.405  0.41
O -4.095 6.268 -2.888  -0.53
C -2.348 8.186 -2.354  -0.87
H -5.844 8.575 -3.353  0.31
H -5.046 8.698 -1.767  0.30
H -4.577 9.798 -3.101  0.38
H -2.652 8.133 -1.308  0.22
H -2.097 9.212 -2.624  0.40
H -1.483 7.546 -2.516  0.31
C -1.347 -3.115 2.483  -0.80
S -0.125 -4.383 2.118  0.57
O -0.660 -5.194 0.992  -0.60
C -0.379 -5.331 3.625  -1.04
H -1.385 -2.430 1.638  0.03
H -2.326 -3.574 2.623  0.42
H -1.051 -2.572 3.380  0.36
H -1.420 -5.647 3.693  0.33
H -0.111 -4.719 4.488  0.39
H 0.267 -6.206 3.587  0.33

=====

[2]
DFT (ωB97M-V/def2-TZVPD) results for C14H16N2O2S in the gas phase.

The electronic energy is -32688.4549 eV. The energy above the lowest of the compared OMol25 structures with the same formula, charge and spin is 18.5 kcal per mole. Its SMILES is CCOc1ccccc1CNC(=O)Nc1cccs1. The molecular weight is 276.4 g mol⁻¹. The strongest force on any atom comes out at 0.73 eV/Å.

Each line ends with the natural charge from an NBO analysis.
Element x y z (Å)
C -0.566 -2.623 1.201  -0.64
C -0.212 -1.900 -0.093  -0.06
O -0.622 -0.547 -0.078  -0.53
C -1.946 -0.224 -0.101  0.39
C -2.954 -1.061 -0.567  -0.32
C -4.266 -0.620 -0.612  -0.19
C -4.589 0.658 -0.197  -0.24
C -3.588 1.492 0.274  -0.18
C -2.271 1.071 0.338  -0.11
C -1.205 1.975 0.901  -0.24
N -0.047 2.107 0.038  -0.62
C 1.106 1.452 0.366  0.81
O 1.369 1.057 1.483  -0.65
N 2.001 1.335 -0.670  -0.62
C 3.221 0.701 -0.507  -0.02
C 4.182 0.514 -1.456  -0.32
C 5.297 -0.191 -0.950  -0.25
C 5.155 -0.522 0.356  -0.45
S 3.653 0.020 1.020  0.48
H -1.645 -2.664 1.338  0.21
H -0.127 -2.091 2.041  0.22
H -0.173 -3.636 1.176  0.22
H -0.620 -2.425 -0.966  0.17
H 0.875 -1.843 -0.200  0.20
H -2.726 -2.061 -0.900  0.22
H -5.035 -1.284 -0.976  0.21
H -5.610 1.003 -0.233  0.21
H -3.835 2.489 0.611  0.21
H -1.625 2.968 1.091  0.20
H -0.825 1.564 1.842  0.25
H -0.252 2.237 -0.941  0.38
H 1.776 1.672 -1.593  0.40
H 4.099 0.866 -2.469  0.21
H 6.160 -0.434 -1.545  0.22
H 5.845 -1.052 0.981  0.23